Here is C32H28N4O4SSbTl as an isolated structure from OMol25. Energies are from the ωB97M-V functional and the def2-TZVPD basis.

Last column: Mulliken charge in e.
Cartesian coordinates (Å):
Tl1 0.867020 0.738887 -1.328305  0.714
C1 -4.277869 6.424249 0.966185  -0.411
C2 -3.590625 6.072134 -0.185331  -0.579
C3 -2.835176 4.904617 -0.210522  -0.482
C4 -2.762756 4.073744 0.906043  0.002
C5 -3.457234 4.440786 2.057406  0.008
C6 -4.208564 5.607344 2.088214  -0.635
Sb1 -1.612535 2.261277 0.757308  0.854
C7 -1.070192 2.106024 2.810662  0.523
C8 0.232673 2.462685 3.149621  -0.712
C9 0.665840 2.404482 4.466458  -0.653
C10 -0.202181 1.978336 5.461845  -0.425
C11 -1.501345 1.618021 5.135069  -0.798
C12 -1.933554 1.684034 3.816843  -0.168
C13 -3.318164 0.973170 0.752988  0.615
C14 -4.416800 1.310196 -0.036168  -0.757
C15 -5.490460 0.439158 -0.163896  -0.635
C16 -5.479525 -0.781024 0.498912  -0.665
C17 -4.396378 -1.121025 1.297003  -0.670
C18 -3.322016 -0.248414 1.421607  -0.368
H1 -4.865085 7.333837 0.991837  0.368
H2 -3.638845 6.704710 -1.062980  0.385
H3 -2.298444 4.642467 -1.117123  0.357
H4 -3.411588 3.817076 2.942786  0.304
H5 -4.742167 5.880239 2.990808  0.383
H6 0.926494 2.780202 2.376844  0.331
H7 1.681895 2.685297 4.716401  0.387
H8 0.133915 1.924728 6.489991  0.389
H9 -2.181069 1.280483 5.907640  0.387
H10 -2.950058 1.393402 3.577681  0.438
H11 -4.440921 2.260897 -0.558440  0.418
H12 -6.336728 0.713641 -0.781829  0.416
H13 -6.316895 -1.460252 0.399225  0.389
H14 -4.382088 -2.067359 1.825159  0.490
H15 -2.492567 -0.521884 2.059172  0.403
O1 0.507970 -1.220683 2.630727  -0.767
C19 0.019866 -1.311335 1.506402  -0.374
O2 0.053750 -0.401157 0.603216  0.050
C20 -0.705089 -2.606564 1.164977  0.609
C21 -0.679058 -3.647755 2.084611  -0.864
C22 -1.340810 -4.842229 1.837780  -0.738
C23 -2.066348 -5.002632 0.671332  -0.561
C24 -2.107720 -3.944401 -0.221536  0.388
C25 -1.429915 -2.757209 -0.006791  0.676
N1 -2.932646 -4.111798 -1.429275  1.042
O3 -3.128866 -3.140210 -2.150574  -0.788
O4 -3.418886 -5.196645 -1.644037  -0.643
H16 -0.133663 -3.495437 3.005277  0.424
H17 -1.303367 -5.646614 2.560354  0.425
H18 -2.606480 -5.911718 0.454802  0.529
H19 -1.453748 -1.950521 -0.719875  -0.325
C26 4.977817 0.962652 1.004300  -1.468
C27 4.229602 -0.327838 1.032275  0.641
C28 4.063586 -1.119888 2.119889  -0.804
C29 3.340925 -2.325750 1.954475  1.278
N2 2.789692 -2.683323 0.812270  -0.409
C30 2.887912 -1.868887 -0.258209  -0.160
S1 2.130771 -2.151567 -1.729712  -0.334
N3 3.661541 -0.736140 -0.128964  -0.031
C31 3.150113 -3.241503 3.117101  -1.292
H20 5.401309 1.176660 1.981672  0.379
H21 4.310620 1.781240 0.726328  0.325
H22 5.786811 0.922627 0.272656  0.374
H23 4.475168 -0.839847 3.077549  0.390
H24 3.792716 -0.200599 -0.974786  0.343
H25 3.932392 -3.118635 3.864171  0.460
H26 3.103512 -4.274182 2.777441  0.342
H27 2.191593 -2.979672 3.571103  0.115
N4 -2.213328 -0.540458 -2.609217  0.031
C32 -1.715030 0.495264 -2.477826  -0.320
H28 -2.556382 -1.495627 -2.640171  0.453

Atomic forces in eV per Å
Tl 0.066 -0.057 0.181
C 0.007 -0.012 0.001
C 0.003 -0.021 0.019
C -0.008 -0.012 0.012
C 0.010 0.013 -0.050
C -0.004 0.007 -0.013
C 0.006 -0.004 -0.002
Sb -0.041 0.074 0.054
C 0.046 0.014 -0.013
C 0.011 -0.044 0.029
C -0.016 0.003 0.004
C 0.007 0.016 -0.016
C 0.005 -0.007 0.001
C -0.009 -0.008 0.018
C -0.002 -0.038 -0.017
C 0.015 -0.037 -0.019
C 0.012 0.011 0.006
C 0.001 -0.001 0.007
C 0.005 0.015 -0.010
C -0.038 0.019 -0.026
H 0.006 -0.012 0.002
H 0.001 -0.002 0.002
H -0.002 0.003 0.011
H 0.007 0.004 -0.011
H 0.009 -0.003 -0.015
H -0.015 -0.009 0.016
H -0.010 -0.007 -0.007
H -0.003 -0.004 -0.015
H -0.001 0.003 -0.002
H 0.001 0.006 -0.003
H -0.003 0.001 0.006
H 0.010 -0.001 0.008
H 0.009 -0.002 -0.004
H -0.001 0.004 -0.002
H 0.095 -0.036 0.011
O 0.077 -0.017 -0.029
C 0.204 0.160 0.045
O -0.215 -0.140 -0.075
C -0.063 0.046 0.032
C 0.013 -0.043 0.018
C 0.005 0.008 0.013
C -0.038 0.002 0.022
C 0.011 -0.020 -0.097
C 0.034 0.013 -0.031
N -0.061 0.049 0.127
O 0.109 0.002 -0.090
O 0.033 0.006 -0.031
H 0.016 0.013 0.000
H 0.006 0.006 -0.006
H 0.008 0.001 -0.005
H -0.033 0.044 0.009
C 0.002 -0.006 -0.010
C -0.004 0.029 -0.008
C -0.015 0.005 0.031
C -0.046 -0.048 -0.049
N -0.009 0.044 -0.001
C 0.024 -0.080 0.062
S 0.001 0.054 -0.021
N -0.019 0.009 0.005
C -0.035 0.012 -0.044
H 0.001 0.002 0.001
H -0.001 -0.008 0.005
H -0.002 0.002 0.004
H -0.006 -0.007 -0.006
H 0.011 0.026 -0.032
H 0.008 -0.006 -0.009
H -0.018 0.018 0.000
H -0.032 0.023 0.020
N 0.063 -0.062 -0.100
C -0.055 -0.002 -0.063
H -0.155 -0.008 0.149

Computed properties:
E_HOMO: -8.04 eV
Orbital gap: 7.55 eV
LUMO energy: -0.48 eV
Relative energy (zero: lowest compared OMol25 entry of this formula, charge and spin): 0.520 eV